The following is a quantum chemistry calculation of a structure of composition C4H2O2 in a non-equilibrium geometry, from the Open Molecules 2025 dataset.

Summary:
F_max = 0.0316 hartree/bohr
energy = -303.85614 hartree
Kohn-Sham gap = 9.02 eV
energy relative to the best compared isomer or geometry (same formula, charge and spin) = 403.5 kJ/mol
LUMO energy = -0.66 eV
E_HOMO = -9.673 eV

The geometry in XYZ format:
```
8
Properties=species:S:1:pos:R:3:mulliken_charge:R:1
O -2.86 -0.58 -0.09 -0.421
C -1.77 -0.97 -0.42 -0.314
C -0.53 -0.48 0.13 0.086
C 0.52 -0.02 0.46 0.800
C 1.83 1.40 -0.01 -0.340
O 1.69 0.45 0.91 -0.287
H -1.62 -1.74 -1.20 0.258
H 2.74 1.95 0.22 0.217
```